60
Properties=species:S:1:pos:R:3:lowdin_charge:R:1 method="wB97M-V/def2-TZVPD" homo_energy_ev="-17.56 / -17.56" s_squared=6.02 e_tot_ha=-2121.0421 orbital_gap_ha="0.2165 / 0.1086" multiplicity=5 total_charge=+3
Pd -4.28133 1.62148 -1.56198 1.25
Pd -4.14200 -1.76915 -1.44030 0.98
O -2.13547 -2.61257 -1.52655 0.00
O -3.21525 -0.02983 -0.41227 -0.21
O -2.54628 0.55468 -3.35582 0.08
O 0.30635 -1.64490 2.70839 0.14
O -0.89355 -4.27198 -0.52044 0.08
O 0.09472 -3.88640 2.46623 0.08
O 2.72736 3.10337 0.40093 0.04
O -0.43824 1.63087 -3.13344 0.09
O -2.49180 3.20954 -1.02134 0.05
O -1.54561 -2.78488 3.03564 0.07
O -2.22277 4.44130 0.85685 0.13
O -0.57675 -0.57158 -3.58450 0.09
O -0.44607 3.69051 0.00305 0.09
O 0.07984 -2.64966 -1.52650 0.11
O 2.02693 0.92196 0.27157 0.13
O 4.08608 1.65539 -0.20860 0.11
C -0.31140 -2.70093 2.75960 -0.66
C -1.04812 -3.11911 -1.21175 -0.53
C -0.08613 3.88735 1.38127 -0.12
C 0.77972 -0.26438 -3.61742 -0.09
C -1.00402 0.25437 0.61454 -0.03
C 0.84644 1.15516 -3.05911 -0.13
C 4.65127 2.83963 -0.65527 -0.11
C 0.48497 -4.66828 -0.55106 -0.04
C 2.84657 1.79002 0.11259 -0.58
C -2.08828 -4.12019 3.14249 -0.03
C -1.79096 3.68829 -0.11174 -0.51
C -2.48930 -0.02773 0.86781 -0.17
C -0.71278 -4.79309 3.10878 -0.11
C 3.80367 3.91370 0.00400 -0.09
C 1.09527 -3.25315 -0.81409 -0.08
C -1.30124 0.55861 -3.39100 -0.39
C -1.18690 4.76807 1.81586 -0.05
H -0.80432 -5.74378 2.58351 0.15
H 4.62527 2.93120 -1.74111 0.14
H 5.68690 2.80581 -0.31698 0.15
H -2.63618 -0.94892 1.43168 0.13
H -1.37942 4.76435 2.88871 0.16
H 0.79249 4.52633 1.46977 0.14
H -2.71626 -4.19268 2.25452 0.13
H 1.15801 1.15195 -2.01460 0.11
H -0.53737 0.57640 1.54548 0.10
H 0.80410 -4.86940 0.47159 0.13
H 1.31835 -0.91468 -2.92816 0.14
H 1.89039 -3.60811 -1.46974 0.15
H -0.79268 5.71557 1.44850 0.15
H 3.53659 4.68692 -0.71635 0.14
H 1.11880 -0.17248 -4.64925 0.16
H 4.41182 4.34236 0.80055 0.14
H 1.41538 -2.79334 0.12090 0.15
H -0.31787 -0.52457 0.28208 0.08
H -2.61947 -4.47961 4.02383 0.15
H -2.90071 0.72819 1.53672 0.14
H 1.59685 1.65653 -3.67036 0.15
H 0.03185 3.02759 2.04081 0.14
H -0.39868 -4.95111 4.14051 0.16
H -0.85338 1.13185 -0.01430 0.06
H 0.69463 -5.36281 -1.36455 0.15